Entry 1:
{"formula": "C2H7ClOSi", "method": "ωB97M-V with the def2-TZVPD basis set", "orbital_gap_ev": 10.3, "charge": 0, "de_lowest_ev": 2.9739, "largest_force_ev_per_a": 3.5, "smiles": "C[Si](C)=O.Cl", "homo_ev": -10.22, "species": ["H", "Cl", "H", "C", "H", "Si", "H", "C", "H", "H", "O", "H"], "positions_angstrom": [[-0.219, 0.367, 1.936], [2.685, -2.538, -0.006], [2.262, -1.845, -0.971], [-1.858, 0.219, -0.769], [1.483, 0.551, 1.385], [0.069, 0.232, -0.440], [-1.933, 0.452, -1.867], [0.419, 0.803, 1.232], [-2.236, -0.757, -0.419], [-2.167, 1.116, -0.169], [1.094, -0.371, -1.445], [0.400, 1.771, 1.533]], "forces_ev_per_angstrom": [[-0.872, -1.365, 1.055], [0.510, -0.812, 0.899], [-0.517, 0.843, -0.766], [2.259, 1.260, -0.248], [-0.427, -0.427, 0.307], [-1.005, -1.125, -1.997], [-0.446, -0.630, 1.109], [2.398, -1.635, -0.720], [-0.217, 0.641, -0.363], [-0.328, -1.058, -0.461], [-1.020, 0.848, 1.085], [-0.335, 3.459, 0.098]]}

Entry 2:
{"formula": "C2H7ClOSi", "method": "ωB97M-V with the def2-TZVPD basis set", "orbital_gap_ev": [6.4, 6.4], "charge": 0, "de_lowest_ev": 8.4518, "largest_force_ev_per_a": 4.8, "homo_ev": [-8.42, -8.44], "species": ["H", "H", "C", "H", "H", "H", "C", "Cl", "H", "H", "O", "Si"], "positions_angstrom": [[1.022, -1.999, 1.500], [-3.121, 0.917, 0.097], [1.522, 0.276, -0.117], [1.381, -2.387, -0.925], [0.866, 1.017, 0.466], [-1.584, 1.373, -0.913], [-2.120, 0.704, -0.052], [3.314, 0.660, 0.289], [1.391, 0.442, -1.247], [-1.657, 1.069, 0.964], [-1.950, -0.615, -0.313], [0.937, -1.457, 0.253]], "forces_ev_per_angstrom": [[-0.020, -0.880, 2.364], [-2.422, 0.660, -0.227], [-0.349, 1.550, -0.331], [-0.674, 0.698, 1.241], [1.076, -0.905, -0.997], [-1.493, -0.904, 1.795], [4.610, 1.424, -0.243], [-1.540, -0.587, -0.237], [0.186, -0.108, 1.804], [-0.417, -0.483, -1.374], [1.979, -1.430, 0.523], [-0.936, 0.966, -4.319]]}

Entry 3:
{"formula": "C2H7FOSTa", "method": "ωB97M-V with the def2-TZVPD basis set", "orbital_gap_ev": 8.0, "charge": -1, "largest_force_ev_per_a": 9.0, "homo_ev": -5.41, "species": ["Ta", "H", "O", "C", "H", "C", "H", "S", "H", "H", "H", "F", "H"], "positions_angstrom": [[-1.004, 0.695, 0.236], [-2.291, -2.188, -0.744], [2.561, 1.091, -0.657], [0.995, -0.510, 0.597], [-2.498, 1.744, -0.087], [1.959, -0.107, -0.708], [0.828, -1.671, 0.507], [-2.372, -1.443, 0.473], [0.080, 2.230, 0.131], [-0.715, 0.432, -1.569], [1.536, -0.189, 1.590], [2.030, -1.074, -1.827], [-1.108, 0.988, 2.058]], "forces_ev_per_angstrom": [[-0.428, -0.900, 0.014], [0.103, 1.227, 1.489], [-3.162, -8.247, -1.793], [2.367, -0.996, -2.223], [0.417, 0.143, -0.020], [1.475, 5.531, 2.952], [0.242, 2.295, 0.464], [0.158, -0.460, -1.351], [-0.647, -0.756, 0.022], [0.200, 0.113, -0.117], [-0.852, -0.656, -2.199], [0.035, 2.651, 2.538], [0.093, 0.055, 0.223]]}

Entry 4:
{"formula": "C2H7N", "method": "ωB97M-V with the def2-TZVPD basis set", "orbital_gap_ev": 9.3, "charge": 0, "de_lowest_ev": 2.6862, "largest_force_ev_per_a": 10.7, "smiles": "CNC", "homo_ev": -8.15, "species": ["H", "H", "C", "C", "N", "H", "H", "H", "H", "H"], "positions_angstrom": [[1.385, 0.245, 1.235], [1.417, 1.346, -0.235], [1.253, 0.158, -0.008], [-1.134, 0.208, -0.004], [-0.076, -0.497, -0.099], [-0.116, -1.377, 0.280], [-1.948, -0.384, -0.232], [2.064, -0.319, -0.520], [-1.271, 1.108, -0.774], [-1.707, 0.660, 1.013]], "forces_ev_per_angstrom": [[0.724, -0.392, -3.021], [-1.474, -2.950, -0.097], [-0.403, 2.776, 4.489], [-7.925, 7.147, 0.557], [7.563, 0.001, -2.317], [0.308, -2.223, 0.960], [-2.035, -1.465, -0.961], [0.169, -0.683, 0.057], [0.727, -1.700, 1.501], [2.347, -0.512, -1.168]]}

Entry 5:
{"formula": "C2H7N2", "method": "ωB97M-V with the def2-TZVPD basis set", "orbital_gap_ev": 4.5, "charge": 1, "de_lowest_ev": 5.6683, "largest_force_ev_per_a": 4.9, "homo_ev": -12.76, "species": ["N", "N", "H", "H", "C", "C", "H", "H", "H", "H", "H"], "positions_angstrom": [[-3.196, -0.543, 0.513], [2.220, 0.221, 0.555], [-3.475, -0.224, -0.394], [1.996, 0.733, 1.395], [0.135, 0.303, -0.761], [1.412, -0.032, -0.558], [3.204, 0.156, 0.387], [-2.220, -0.291, 0.674], [-0.184, 1.035, -1.537], [2.096, -0.544, -1.253], [-3.855, -0.189, 1.219]], "forces_ev_per_angstrom": [[0.020, -0.102, 0.486], [-1.756, -0.361, -2.012], [-0.176, 0.157, -0.293], [-0.694, 0.211, -0.171], [-0.099, -0.084, -1.255], [3.407, 1.172, 3.250], [0.417, -0.358, -0.034], [-0.657, 0.065, 0.265], [-0.093, -0.296, 0.848], [-1.197, -0.288, -0.626], [0.829, -0.115, -0.460]]}

Entry 6:
{"formula": "C2H7N2O", "method": "ωB97M-V with the def2-TZVPD basis set", "orbital_gap_ev": 7.3, "charge": -1, "de_lowest_ev": 4.3285, "largest_force_ev_per_a": 3.0, "homo_ev": -2.54, "species": ["C", "H", "H", "H", "N", "H", "N", "C", "H", "O", "H", "H"], "positions_angstrom": [[-1.263, -0.047, -0.778], [-2.103, 0.715, -0.835], [1.133, -0.017, 1.188], [1.883, -0.358, -1.168], [1.346, -1.025, -0.612], [-1.041, -0.562, -1.802], [0.020, 0.479, -0.367], [0.159, 0.659, 1.053], [-1.641, -0.770, -0.074], [1.961, -1.121, 0.603], [-0.811, 0.390, 1.635], [0.357, 1.659, 1.158]], "forces_ev_per_angstrom": [[0.918, -0.247, -1.703], [0.980, -0.348, -0.363], [-1.014, 0.530, 1.169], [0.215, 0.234, 0.050], [-0.226, 0.056, 2.050], [-1.005, 0.823, 1.558], [0.185, -0.516, 0.274], [-1.252, -2.396, -1.358], [-0.232, -0.884, 0.365], [-0.825, 0.117, -2.561], [1.570, 0.019, -0.541], [0.686, 2.613, 1.061]]}

Entry 7:
{"formula": "C2H7N2O", "method": "ωB97M-V with the def2-TZVPD basis set", "orbital_gap_ev": 11.2, "charge": 1, "de_lowest_ev": 2.9879, "largest_force_ev_per_a": 4.4, "smiles": "CN(O)C=[NH2+]", "homo_ev": -15.43, "species": ["H", "C", "N", "H", "N", "H", "H", "C", "H", "H", "H", "O"], "positions_angstrom": [[1.651, -1.285, 0.022], [-0.532, 1.127, -0.114], [0.562, 0.413, -0.028], [0.416, -1.179, 1.176], [-1.668, 0.570, 0.295], [-0.049, -1.437, -0.668], [-2.511, 1.039, 0.502], [0.676, -0.988, 0.079], [-0.337, 2.275, -0.182], [2.135, 1.187, 0.810], [-1.769, -0.392, 0.271], [1.848, 1.097, -0.157]], "forces_ev_per_angstrom": [[2.451, -0.743, -0.916], [1.192, 1.837, 2.176], [2.312, 2.554, -1.430], [-0.210, -0.508, -1.386], [0.740, 1.389, -1.025], [1.139, -0.085, 1.025], [-0.704, 1.102, -0.226], [-3.993, -0.553, 1.855], [-0.817, -2.266, -0.114], [-0.394, -0.037, -1.685], [-0.021, -2.195, 0.158], [-1.694, -0.495, 1.567]]}

Entry 8:
{"formula": "C2H7N2O", "method": "ωB97M-V with the def2-TZVPD basis set", "orbital_gap_ev": 8.2, "charge": 1, "de_lowest_ev": 3.3941, "largest_force_ev_per_a": 4.6, "homo_ev": -13.29, "species": ["C", "H", "H", "H", "N", "N", "C", "H", "O", "H", "H", "H"], "positions_angstrom": [[-1.663, -0.368, 0.715], [-1.585, -1.416, 0.467], [-2.911, 0.666, -0.643], [2.900, -0.823, -0.525], [-2.190, 0.662, 0.027], [2.029, -0.894, -0.043], [1.008, -0.156, -0.125], [-1.759, 1.577, 0.146], [1.167, 1.048, -0.678], [1.991, 1.487, -1.030], [1.901, -1.764, 0.330], [-0.888, -0.019, 1.359]], "forces_ev_per_angstrom": [[1.104, 3.642, -2.627], [-1.409, -0.237, -0.095], [-0.849, -0.768, -1.086], [0.775, 0.733, -0.357], [1.651, -2.133, 2.356], [2.072, -0.334, -0.676], [-1.730, 2.544, -0.394], [-0.248, -0.198, 0.504], [-0.631, 0.800, -0.328], [-0.367, -1.359, 0.588], [-0.394, -2.584, 1.211], [0.027, -0.105, 0.904]]}

Entry 9:
{"formula": "C2H7N2O", "method": "ωB97M-V with the def2-TZVPD basis set", "orbital_gap_ev": 10.4, "charge": 1, "de_lowest_ev": 2.5930, "largest_force_ev_per_a": 3.1, "homo_ev": -15.40, "species": ["H", "H", "H", "C", "H", "N", "C", "H", "H", "O", "N", "H"], "positions_angstrom": [[-2.268, -0.496, -1.559], [0.144, 0.462, -1.093], [0.879, -1.968, 0.105], [-1.998, -0.301, -0.535], [-0.171, 1.911, 1.020], [1.060, -0.951, 0.017], [-0.543, 0.198, -0.235], [1.756, -0.746, 0.798], [1.539, -0.872, -0.848], [-2.756, -0.259, 0.369], [-0.626, 1.024, 0.781], [-1.374, 0.947, 1.452]], "forces_ev_per_angstrom": [[-0.012, -0.310, -0.686], [-1.856, 0.420, 0.878], [-0.026, 0.620, 0.082], [1.085, -0.430, 0.641], [0.817, -0.828, -1.008], [0.276, -2.071, 2.265], [1.730, 1.986, -1.414], [-1.312, 0.029, -1.175], [0.769, 0.210, -0.932], [-0.955, -0.391, 0.287], [0.089, 1.542, 1.301], [-0.604, -0.776, -0.239]]}

Entry 10:
{"formula": "C2H7N2O2", "method": "ωB97M-V with the def2-TZVPD basis set", "s_squared": 0.756, "orbital_gap_ev": [9.7, 5.0], "multiplicity": 2, "charge": 0, "de_lowest_ev": 0.1497, "largest_force_ev_per_a": 0.9, "homo_ev": [-8.99, -8.99], "species": ["N", "H", "H", "O", "H", "C", "C", "N", "H", "O", "H", "H", "H"], "positions_angstrom": [[0.312, 0.411, 2.120], [-0.799, -0.657, 3.462], [-0.324, 1.183, 1.991], [1.364, 1.056, -3.005], [0.154, -1.643, 2.329], [0.866, 0.286, -2.158], [-0.496, -0.771, 2.431], [-1.691, -1.013, 1.628], [1.669, -0.453, -1.857], [-0.181, 0.149, -1.600], [-2.321, -0.229, 1.709], [0.752, 0.284, 1.218], [-1.444, -1.085, 0.650]], "forces_ev_per_angstrom": [[-0.028, -0.307, -0.161], [-0.135, -0.239, 0.322], [-0.077, 0.426, 0.082], [0.716, 0.160, -0.485], [-0.069, 0.021, 0.208], [-0.469, -0.138, 0.443], [0.086, 0.080, -0.407], [0.318, -0.064, 0.177], [0.566, 0.079, -0.352], [-0.801, -0.120, 0.423], [-0.214, 0.133, 0.028], [0.082, -0.007, -0.121], [0.024, -0.025, -0.156]]}

What is the formula in the seventh record? C2H7N2O

What is the charge in the seventh record? +1